[1]
CH4Br2OP as an isolated structure at a distorted geometry, computed with wB97M-V/def2-TZVPD.

```
9
CH4Br2OP (wB97M-V/def2-TZVPD)
C -1.751 -0.271 -0.458
O 3.078 0.069 0.570
P -0.642 0.446 0.776
Br -0.011 2.266 -0.270
Br 1.739 -1.003 0.220
H -2.616 0.399 -0.538
H -2.106 -1.244 -0.127
H -1.308 -0.348 -1.451
H 3.619 -0.315 1.278
```

Values from the calculation:
ΔE to the lowest compared entry with this formula, charge and spin: 366.1 kJ/mol
charge: +1
M: 222.82 g/mol
Kohn-Sham gap: 7.978 eV
HOMO energy: -14.74 eV

=====

[2]
CH4BrCuN2O as an isolated structure at a distorted geometry, computed with wB97M-V/def2-TZVPD.

```
10
CH4BrCuN2O (wB97M-V/def2-TZVPD)
Cu -3.979 -1.960 -2.636
Br -1.914 -1.528 -1.080
C 1.118 0.741 0.664
O 2.066 1.365 1.100
N 1.073 0.362 -0.560
N 0.086 0.358 1.310
H 1.852 0.560 -1.172
H 0.265 -0.203 -0.779
H -0.691 -0.078 0.836
H 0.124 0.382 2.319
```

Values from the calculation:
ΔE to the lowest compared entry with this formula, charge and spin: 67.9 kJ/mol
spin multiplicity: 2
charge: +1
M: 203.51 g/mol
Kohn-Sham gap (alpha / beta): 8.208 / 4.261 eV
⟨S²⟩: 0.753
HOMO energy (alpha / beta): -13.08 / -13.07 eV

=====

[3]
A 3-piece molecular cluster, CH4BrNO overall at a distorted geometry, computed with wB97M-V/def2-TZVPD.

```
8
CH4BrNO (wB97M-V/def2-TZVPD)
C -0.221 -1.797 0.180
N -1.856 -0.218 -0.356
O -1.392 -1.316 0.220
Br -3.607 0.081 -0.047
H -0.276 -2.771 0.744
H 0.139 0.745 1.952
H 0.632 -1.692 -0.435
H -0.105 1.148 1.256
```

Values from the calculation:
ΔE to the lowest compared entry with this formula, charge and spin: 414.0 kJ/mol
M: 125.95 g/mol
Kohn-Sham gap (alpha / beta): 8.762 / 8.035 eV
HOMO energy (alpha / beta): -8.70 / -8.26 eV